C38H60F2O20Si2 as an isolated structure in a non-equilibrium geometry. Source: the OMol25 dataset; level of theory: ωB97M-V with the def2-TZVPD basis set.

* gap between HOMO and LUMO: 9.954 eV
* net charge: 0
* LUMO energy: 0.30 eV
* HOMO level: -9.7 eV

Last column: Mulliken charge in e.
CARTESIAN COORDINATES (ANGSTROEM)
C: 2.13 -1.57 -4.42  -0.6240
C: 0.97 -2.23 -3.54  0.6842
O: 0.25 -1.48 -2.84  -0.4565
O: 0.83 -3.64 -3.64  -0.3143
C: -0.11 -4.16 -2.70  0.5167
O: 0.12 -4.04 -1.47  -0.5216
C: -1.46 -4.90 -3.20  -0.6048
Si: -2.71 -3.56 -3.80  0.9204
F: -4.27 -3.83 -3.09  -0.3695
O: -2.96 -3.57 -5.50  -0.3073
Si: -1.70 -2.76 -6.37  0.3486
C: -1.51 -0.90 -5.98  -0.2163
C: -2.82 -0.18 -5.43  -0.3274
F: -4.05 -0.85 -5.73  -0.2855
H: 2.49 -0.65 -3.84  0.0891
H: 2.94 -2.36 -4.55  0.3355
H: 1.73 -1.21 -5.43  0.2728
H: -1.24 -5.71 -3.97  0.4263
H: -1.89 -5.40 -2.27  0.4090
H: -2.14 -2.26 -3.43  -0.2167
H: -0.39 -3.43 -6.14  -0.1354
H: -1.98 -2.88 -7.82  -0.2224
H: -1.24 -0.38 -6.97  0.4070
H: -0.65 -0.66 -5.26  -0.0758
H: -2.68 0.03 -4.31  0.2279
H: -2.88 0.85 -5.94  0.2766
O: 3.20 2.74 -2.25  -0.5541
C: 3.53 1.72 -1.69  0.1436
O: 3.26 0.48 -2.16  -0.2885
C: 3.69 -0.50 -1.21  -0.3807
C: 4.74 0.20 -0.37  -0.7917
C: 4.25 1.63 -0.37  0.0683
H: 2.83 -0.82 -0.62  0.2575
H: 4.10 -1.37 -1.73  0.3535
H: 4.85 -0.23 0.63  0.3658
H: 5.71 0.14 -0.87  0.2994
H: 3.54 1.82 0.44  0.2259
H: 5.08 2.34 -0.33  0.1523
O: 3.22 2.03 -6.87  -0.5861
C: 2.75 3.08 -6.51  0.4058
O: 2.45 4.10 -7.36  -0.3763
C: 2.01 5.23 -6.59  -0.4115
C: 1.54 4.67 -5.28  -0.5728
C: 2.45 3.47 -5.09  0.1600
H: 2.86 5.92 -6.47  0.2400
H: 1.21 5.75 -7.13  0.3484
H: 1.58 5.38 -4.46  0.3109
H: 0.50 4.33 -5.37  0.2692
H: 3.38 3.74 -4.59  0.1053
H: 1.94 2.66 -4.56  0.1022
O: -1.32 -2.09 3.24  -0.6229
C: -1.96 -2.76 2.47  0.3030
O: -2.99 -3.56 2.85  -0.3667
C: -3.46 -4.30 1.70  -0.3512
C: -3.00 -3.50 0.51  -0.0112
C: -1.72 -2.88 0.99  -0.1487
H: -3.01 -5.30 1.73  0.2876
H: -4.54 -4.40 1.74  0.2889
H: -2.87 -4.10 -0.39  -0.1639
H: -3.73 -2.72 0.29  0.2497
H: -0.87 -3.54 0.82  0.1577
H: -1.55 -1.90 0.54  0.3167
O: -4.47 -6.76 1.31  -0.6302
C: -5.28 -7.07 2.15  0.6393
O: -6.52 -6.51 2.24  -0.3505
C: -7.18 -7.02 3.41  -0.4182
C: -6.49 -8.33 3.72  -0.4902
C: -5.07 -8.07 3.25  -0.4792
H: -7.08 -6.29 4.22  0.2725
H: -8.24 -7.16 3.20  0.2919
H: -6.56 -8.62 4.77  0.3245
H: -6.93 -9.13 3.12  0.2658
H: -4.46 -7.61 4.04  0.2530
H: -4.60 -8.97 2.88  0.3198
O: 5.38 5.34 2.93  -0.6177
C: 5.00 5.62 1.83  0.4740
O: 5.33 4.93 0.71  -0.3432
C: 4.79 5.59 -0.44  -0.1156
C: 3.65 6.43 0.08  -0.5704
C: 4.13 6.80 1.47  -0.3559
H: 5.58 6.20 -0.90  0.2682
H: 4.45 4.85 -1.17  0.0754
H: 3.43 7.29 -0.55  0.3694
H: 2.74 5.82 0.15  0.2425
H: 4.74 7.70 1.47  0.2874
H: 3.30 6.90 2.17  0.2716
O: 3.18 5.18 9.14  -0.5636
C: 3.65 4.75 8.11  0.4688
O: 3.27 5.17 6.88  -0.3524
C: 3.94 4.38 5.88  -0.1078
C: 5.16 3.82 6.58  -0.5401
C: 4.68 3.66 8.00  -0.3780
H: 3.25 3.60 5.54  0.2305
H: 4.21 5.01 5.03  0.0747
H: 5.52 2.89 6.13  0.3458
H: 5.97 4.55 6.54  0.2709
H: 4.19 2.69 8.17  0.2596
H: 5.48 3.81 8.72  0.2975
O: -3.52 -7.53 -3.77  -0.5500
C: -4.31 -7.65 -4.67  0.5104
O: -5.08 -8.75 -4.87  -0.3871
C: -5.83 -8.59 -6.08  -0.4261
C: -5.88 -7.11 -6.33  -0.6593
C: -4.56 -6.63 -5.75  0.0841
H: -5.31 -9.13 -6.88  0.2398
H: -6.82 -9.02 -5.96  0.3453
H: -6.01 -6.85 -7.39  0.3489
H: -6.70 -6.66 -5.77  0.2871
H: -3.75 -6.69 -6.48  0.2299
H: -4.64 -5.63 -5.34  -0.0451
O: -0.32 10.57 8.94  -0.5803
C: 0.22 9.69 9.55  0.5055
O: -0.12 9.31 10.81  -0.3447
C: 0.80 8.32 11.27  -0.4388
C: 1.40 7.71 10.03  -0.2983
C: 1.40 8.88 9.07  -0.4045
H: 1.55 8.80 11.90  0.2599
H: 0.26 7.57 11.87  0.3037
H: 2.38 7.28 10.19  0.2568
H: 0.74 6.92 9.64  0.2130
H: 2.31 9.49 9.16  0.2790
H: 1.26 8.56 8.04  0.2590

***

A 11-piece molecular cluster, C39H100O33S9 overall in a non-equilibrium geometry. Source: the OMol25 dataset; level of theory: ωB97M-V with the def2-TZVPD basis set.

* SMILES: CCOS(C)(=O)=O.CCOS(C)(=O)=O.CCOS(C)(=O)=O.CCOS(C)(=O)=O.CCOS(C)(=O)=O.CCOS(C)(=O)=O.CCOS(C)(=O)=O.CCOS(C)(=O)=O.CCOS(C)(=O)=O.COCCOCCOC.COCCOCCOC
* gap between HOMO and LUMO: 9.091 eV
* net charge: 0
* LUMO energy: 0.09 eV
* HOMO level: -9.0 eV

Last column: Mulliken charge in e.
CARTESIAN COORDINATES (ANGSTROEM)
C: 4.39 15.89 15.65  -0.7304
C: 5.46 15.06 16.30  -0.4728
O: 6.59 14.96 15.44  -0.2483
S: 7.91 14.23 16.12  1.1430
C: 7.82 12.67 15.18  -0.8712
O: 9.09 14.98 15.79  -0.6035
O: 7.61 13.93 17.49  -0.6140
H: 4.74 16.93 15.68  0.2751
H: 3.48 15.88 16.24  0.4179
H: 4.22 15.68 14.59  0.1144
H: 5.65 15.52 17.27  0.3477
H: 5.09 14.04 16.45  0.3258
H: 7.42 11.83 15.74  0.3071
H: 8.79 12.40 14.75  0.3574
H: 7.22 12.92 14.30  0.2639
C: 6.10 22.54 10.41  -1.2743
C: 6.38 21.40 11.42  0.2171
O: 5.41 20.35 11.35  -0.2760
S: 5.26 19.45 12.72  1.2817
C: 4.27 20.60 13.64  0.1323
O: 4.54 18.26 12.34  -0.5658
O: 6.58 19.38 13.29  -0.6697
H: 5.30 23.19 10.76  0.2654
H: 5.76 22.28 9.41  0.2336
H: 6.97 23.20 10.31  0.4624
H: 7.38 21.12 11.11  0.2318
H: 6.43 21.79 12.43  -0.0131
H: 4.17 20.10 14.61  0.5566
H: 3.36 20.69 13.05  -0.5468
H: 4.80 21.54 13.63  -0.1803
C: 5.51 22.23 5.65  -1.2925
C: 4.47 23.18 6.18  -0.1748
O: 3.87 22.58 7.31  -0.1957
S: 2.84 23.54 8.19  1.0047
C: 1.24 22.94 7.51  -0.7727
O: 2.96 23.04 9.53  -0.3828
O: 3.11 24.90 7.87  -0.6721
H: 5.04 21.32 5.30  0.2979
H: 6.27 22.00 6.41  0.2865
H: 6.18 22.62 4.88  0.3986
H: 5.02 24.11 6.33  0.2697
H: 3.76 23.37 5.36  0.3657
H: 0.54 23.73 7.77  0.3683
H: 1.13 21.97 8.00  -0.0764
H: 1.37 22.78 6.45  0.5263
C: 1.60 18.23 14.68  -0.9028
C: 0.85 19.52 14.62  0.5145
O: 1.09 20.03 13.29  0.3451
S: 0.01 21.02 12.62  0.7965
C: 0.64 21.02 10.92  -0.0870
O: -1.28 20.33 12.61  -0.6461
O: 0.13 22.36 13.13  -0.2323
H: 2.67 18.33 14.46  -0.1392
H: 1.32 17.34 14.12  -0.4229
H: 1.66 17.89 15.72  0.4845
H: -0.23 19.50 14.80  0.2762
H: 1.32 20.19 15.34  -0.0746
H: 0.21 20.16 10.42  -0.4041
H: 1.71 20.90 10.85  0.3436
H: 0.30 21.97 10.52  0.2025
C: -1.72 16.12 20.70  -1.3782
C: -2.47 16.23 19.39  0.2326
O: -1.65 15.92 18.28  -0.3150
S: -1.77 16.82 16.94  1.1509
C: -3.43 16.41 16.46  -0.9856
O: -1.68 18.19 17.35  -0.5080
O: -0.83 16.27 16.01  -0.6350
H: -1.20 15.17 20.78  0.3266
H: -2.34 16.23 21.59  0.3900
H: -0.97 16.92 20.78  0.2978
H: -3.39 15.65 19.45  0.2905
H: -2.93 17.22 19.27  0.0767
H: -3.67 16.89 15.51  0.3249
H: -4.07 16.80 17.25  0.3575
H: -3.44 15.36 16.18  0.4307
C: -3.86 26.38 8.76  -1.0006
C: -3.92 25.80 10.17  -0.3026
O: -2.77 26.11 10.94  -0.3586
S: -1.42 25.19 10.80  1.0711
C: -1.21 24.95 12.59  -0.6750
O: -1.69 23.94 10.12  -0.2816
O: -0.33 26.01 10.36  -0.7018
H: -4.36 27.35 8.72  0.3483
H: -4.46 25.82 8.05  0.2817
H: -2.84 26.42 8.39  0.3055
H: -4.78 26.28 10.66  0.3789
H: -4.26 24.76 10.11  0.2579
H: -1.88 24.12 12.79  0.2474
H: -1.48 25.87 13.10  0.5332
H: -0.21 24.63 12.84  -0.0320
C: 1.92 14.39 13.27  -1.0544
C: 1.32 13.62 12.10  0.9575
O: 2.36 12.88 11.46  -0.3113
S: 2.16 11.47 10.78  1.1047
C: 2.78 10.49 12.17  -0.9716
O: 0.76 11.18 10.51  -0.5948
O: 3.12 11.29 9.73  -0.6043
H: 1.17 14.95 13.84  0.1036
H: 2.60 15.13 12.83  0.2351
H: 2.63 13.89 13.93  0.6288
H: 0.65 12.92 12.60  0.4365
H: 0.87 14.32 11.41  -0.8986
H: 2.22 10.67 13.09  0.2857
H: 3.75 10.97 12.19  0.3359
H: 2.76 9.44 11.90  0.3881
C: -4.24 23.04 6.78  -0.8835
C: -3.08 22.35 7.47  0.1703
O: -2.85 21.07 6.88  -0.4056
S: -1.36 20.43 6.94  1.0999
C: -1.84 18.80 6.34  -1.0621
O: -0.53 21.14 6.01  -0.6959
O: -1.06 20.40 8.35  -0.2735
H: -3.93 23.28 5.76  0.3317
H: -4.44 23.93 7.37  -0.0395
H: -5.05 22.31 6.88  0.3460
H: -2.17 22.97 7.34  0.0892
H: -3.12 22.25 8.56  0.2533
H: -1.01 18.11 6.34  0.3138
H: -2.34 18.87 5.37  0.4727
H: -2.60 18.54 7.07  0.3023
C: -2.14 21.64 16.72  -0.2257
C: -2.90 21.44 18.07  -0.4934
O: -4.31 21.44 18.01  -0.3526
S: -5.09 20.08 17.65  1.1246
C: -4.65 19.68 15.97  -0.3724
O: -4.56 19.07 18.52  -0.5535
O: -6.51 20.36 17.63  -0.6557
H: -1.73 20.70 16.35  -0.1106
H: -1.24 22.15 17.10  0.1089
H: -2.59 22.30 15.99  0.4110
H: -2.38 20.68 18.66  0.2508
H: -2.64 22.31 18.67  0.3901
H: -4.79 18.61 15.84  0.1383
H: -3.61 19.88 15.69  -0.0931
H: -5.30 20.15 15.23  0.4013
C: -1.27 16.63 12.40  -0.8595
O: -0.58 16.31 11.22  0.1685
C: -0.15 17.43 10.45  -0.0221
C: 0.31 16.91 9.07  -1.0115
O: -0.65 16.31 8.19  -0.4066
C: -1.56 15.40 8.79  -0.4012
C: -0.87 14.03 9.06  -0.0346
O: -0.96 13.16 7.97  -0.4937
C: 0.06 13.28 7.01  -0.5669
H: -0.75 17.39 13.00  0.0891
H: -1.33 15.76 13.04  0.2601
H: -2.26 17.05 12.20  0.3518
H: 0.77 17.75 10.96  -0.0101
H: -0.84 18.27 10.43  0.4007
H: 1.12 16.18 9.10  0.2314
H: 0.67 17.83 8.61  0.5218
H: -2.37 15.27 8.07  0.5344
H: -2.08 15.71 9.70  0.1772
H: -1.23 13.50 9.94  0.2917
H: 0.18 14.19 9.36  -0.0039
H: 0.98 12.72 7.23  0.2166
H: 0.36 14.33 6.98  0.2002
H: -0.25 12.95 6.02  0.2754
C: 0.65 25.90 16.60  -0.7707
O: 0.42 24.52 16.58  -0.2976
C: 1.55 23.66 16.52  0.4619
C: 2.51 24.00 15.40  0.7294
O: 3.49 24.98 15.71  -0.4211
C: 4.65 24.61 16.45  -0.7504
C: 5.72 23.74 15.75  0.7448
O: 6.23 22.91 16.78  -0.4042
C: 6.94 21.79 16.26  -0.6066
H: -0.05 26.52 17.16  0.2782
H: 0.82 26.25 15.58  0.2673
H: 1.62 26.10 17.09  0.2739
H: 1.14 22.69 16.25  -0.5686
H: 2.01 23.69 17.52  0.3028
H: 2.00 24.47 14.55  0.1153
H: 2.99 23.05 15.11  -0.5015
H: 4.31 24.11 17.37  0.3134
H: 5.00 25.57 16.82  0.3327
H: 6.48 24.41 15.35  0.3265
H: 5.15 23.16 15.02  -0.5372
H: 7.44 21.90 15.29  0.2887
H: 6.21 20.98 16.11  0.1308
H: 7.68 21.45 16.98  0.3551

***

C4H5BiO3 as an isolated structure in a non-equilibrium geometry. Source: the OMol25 dataset; level of theory: ωB97M-V with the def2-TZVPD basis set.

* gap between HOMO and LUMO: 9.091 eV
* net charge: +2
* LUMO energy: -11.02 eV
* HOMO level: -20.1 eV

Last column: Mulliken charge in e.
CARTESIAN COORDINATES (ANGSTROEM)
O: -2.31 0.53 -2.03  -0.0783
C: -2.01 -0.57 -2.11  0.7367
C: -1.65 -1.86 -1.86  -1.0323
H: -1.18 -2.33 -2.74  0.4431
H: -2.43 -2.41 -1.32  0.4386
C: 0.38 -0.01 0.88  0.4395
O: 1.39 -0.21 0.15  -0.3385
Bi: 0.07 -1.74 -0.35  1.3343
O: 0.45 0.92 1.81  -0.2546
C: 1.61 1.76 1.87  -0.6007
H: 2.50 1.16 2.11  0.3368
H: 1.76 2.27 0.92  0.3336
H: 1.42 2.48 2.67  0.2418